No. 1
Molecular formula: C24H25BCl2F4HgN6O2S3
Method: DFT, the ωB97M-V functional and the def2-TZVPD basis

The electronic energy comes out at -111611.2890 eV. The spin multiplicity is 2. As for the total charge: -1. As for the LUMO energy (alpha / beta): 0.066 / -0.001 Ha.

Last column: Mulliken spin population.
Atoms and positions in Å:
Hg -1.32 0.29 -0.47  0.629
O 5.76 -3.01 0.91  0.000
C 5.39 -2.80 -0.24  0.000
O 5.90 -2.98 -1.34  0.000
C 3.93 -2.15 -0.32  0.000
C 3.34 -1.91 -1.55  0.000
C 2.10 -1.27 -1.59  -0.009
N 1.46 -0.95 -0.47  0.074
C 2.00 -1.22 0.71  0.005
C 3.26 -1.80 0.83  -0.001
C 1.26 -0.86 1.93  0.001
C 1.50 -1.52 3.15  0.009
C 0.86 -1.07 4.29  -0.001
C -0.01 0.01 4.19  0.016
C -0.23 0.57 2.94  -0.014
N 0.39 0.14 1.85  -0.006
C 1.46 -0.94 -2.88  0.005
C 2.02 -1.33 -4.10  0.003
C 1.40 -0.96 -5.28  -0.001
C 0.23 -0.22 -5.23  -0.003
C -0.26 0.11 -3.98  -0.001
N 0.34 -0.21 -2.85  0.064
H 3.90 -2.20 -2.43  0.000
H 3.75 -1.95 1.78  0.001
H 2.19 -2.35 3.20  0.001
H 1.06 -1.54 5.24  0.000
H -0.50 0.42 5.06  0.001
H -0.89 1.41 2.81  0.001
H 2.92 -1.93 -4.14  -0.001
H 1.84 -1.24 -6.23  0.000
H -0.28 0.09 -6.12  0.000
H -1.18 0.67 -3.87  0.000
Cl -3.30 -1.72 -2.66  0.011
C -4.87 -1.41 -1.89  -0.002
Cl -4.66 -0.73 -0.27  0.015
H -5.39 -2.36 -1.80  0.001
H -5.41 -0.69 -2.50  0.000
F -1.74 2.86 1.26  0.014
B -1.70 3.82 2.28  -0.002
F -2.18 5.01 1.76  0.000
F -0.38 3.99 2.67  0.000
F -2.45 3.39 3.35  -0.001
S -0.97 -3.16 0.16  0.005
C -1.90 -3.18 1.50  0.015
N -1.45 -3.03 2.76  0.005
C -2.43 -2.85 3.80  -0.001
C -3.68 -3.59 3.33  0.000
S -3.62 -3.51 1.50  0.003
H -0.51 -2.66 2.88  0.001
H -2.63 -1.78 3.97  0.001
H -2.05 -3.28 4.73  0.000
H -4.60 -3.12 3.67  0.000
H -3.67 -4.64 3.61  0.000
S -2.35 2.71 -2.56  0.111
C -0.91 3.38 -1.99  0.025
N -0.90 4.28 -1.02  0.000
C 0.34 4.66 -0.35  0.001
C 1.37 3.56 -0.55  0.012
C 1.53 3.36 -2.05  -0.001
N 0.23 3.08 -2.63  -0.011
H -1.75 4.39 -0.48  0.000
H 0.12 4.81 0.70  -0.001
H 0.70 5.61 -0.77  0.001
H 0.99 2.64 -0.09  0.016
H 2.31 3.82 -0.08  0.001
H 2.20 2.53 -2.27  0.000
H 1.94 4.27 -2.51  0.000
H 0.17 2.30 -3.27  0.007


No. 2
Molecular formula: C6H12
Method: DFT, the ωB97M-V functional and the def2-TZVPD basis

The electronic energy comes out at -6409.4016 eV. As for the LUMO energy: -0.005 Ha. The relative energy (zero: lowest compared OMol25 entry of this formula, charge and spin) comes out at 173.86 kcal/mol.

Last column: Löwdin charge in e.
Atoms and positions in Å:
C 2.35 0.01 -0.03  -0.213
C 1.34 0.84 -0.62  -0.321
C -0.22 0.21 -0.99  -0.134
C -0.93 -0.36 0.19  -0.377
C -0.17 -1.23 0.98  0.029
C -2.34 0.23 0.39  -0.040
H 2.85 0.42 0.86  0.006
H 3.21 -0.13 -0.69  0.012
H 0.99 -1.02 0.95  0.077
H 1.07 1.87 -0.15  0.118
H 1.63 1.09 -1.66  0.084
H -0.69 1.13 -1.33  0.091
H 0.00 -0.54 -1.75  0.118
H -0.48 -0.10 1.42  0.174
H -0.55 -2.06 1.63  0.122
H -2.44 0.07 1.49  0.082
H -2.56 1.27 0.15  0.083
H -3.17 -0.31 -0.10  0.089